1.
This record from the Open Molecules 2025 dataset describes a 2-piece molecular cluster, C4H5N3O2S overall in a non-equilibrium geometry. The level of theory is the ωB97M-V functional and the def2-TZVPD basis.

Results
orbital gap	0.354	hartree
charge	0
highest occupied orbital energy	-0.3316	Eh

XYZ file:
```
15
Properties=species:S:1:pos:R:3:forces:R:3:nbo_charge:R:1
S -2.5876 0.0442 0.4637 0.2722 -0.4872 -0.4084 0.381
O 0.9523 -1.6674 -2.0578 -0.2112 -0.0411 -0.5179 -0.286
O 1.8720 -2.9961 -0.2259 3.1097 0.6797 0.9753 -0.343
N 0.5361 -3.4073 -0.5515 -2.9030 -0.8897 -1.0104 0.103
N -0.2446 0.6250 0.3375 0.4408 -1.4547 0.8303 -0.400
N 0.9316 -2.5371 -1.2715 -0.0952 0.0479 0.3948 0.535
C -2.2157 1.7256 0.4478 1.7846 -1.1322 0.6567 -0.435
C -0.8521 1.8334 0.4710 -1.3454 1.1190 -0.7771 -0.062
C 1.1663 0.4304 0.2652 1.3876 3.2170 3.2843 -0.371
C -0.9336 -0.4904 0.3210 -2.3478 -0.8197 0.1834 -0.200
H -0.2255 2.7069 0.4130 -0.1348 0.2517 0.1958 0.221
H 1.7340 0.6699 1.2795 -1.3527 -0.3677 -1.9078 0.195
H 1.4312 -0.5182 -0.0094 0.3226 -2.0721 -0.6586 0.225
H -2.9909 2.4254 0.5571 -0.4545 1.0341 0.0045 0.242
H 1.4264 1.1558 -0.4398 1.5271 0.9151 -1.2449 0.195
```
Forces are in eV/Å.

=====

2.
This record from the Open Molecules 2025 dataset describes a 3-piece molecular cluster, C4H11N3O overall in a non-equilibrium geometry. The level of theory is the ωB97M-V functional and the def2-TZVPD basis.

Results
orbital gap (alpha / beta)	0.282 / 0.228	hartree
charge	0
highest occupied orbital energy (alpha / beta)	-0.2612 / -0.2185	Eh

XYZ file:
```
19
Properties=species:S:1:pos:R:3:forces:R:3:nbo_charge:R:1
O -1.3186 1.1432 -1.4645 0.0131 -0.1928 0.1671 -0.710
N 1.0172 -0.5261 -0.9305 -0.0457 -0.1034 -0.1425 -0.575
N 0.6656 -0.0934 0.2637 -0.4952 0.0221 0.4420 -0.188
N 0.2675 -2.5013 1.4591 -0.6013 0.0234 -0.0453 -0.446
C -0.4487 -0.5773 0.7967 1.7233 -1.5113 0.0308 -0.085
C -0.1468 2.6374 -0.0224 -0.0024 0.0692 -0.1116 -0.675
C 1.1664 -3.0923 0.8311 0.5540 0.2634 -0.2993 -0.172
C -1.0422 1.4551 -0.1448 -0.3691 1.1724 -0.6161 0.139
H -2.0468 0.5111 -1.4971 0.0484 0.1088 -0.0087 0.477
H 1.8019 -0.0569 -1.3552 -0.2215 0.0056 0.0649 0.388
H -1.1854 -1.1186 0.2052 -0.0629 0.0210 0.0498 0.167
H -0.6314 3.5480 -0.4019 0.0045 -0.0617 0.0451 0.211
H 0.1272 2.8039 1.0201 0.0213 -0.0454 -0.0544 0.226
H 0.7641 2.4900 -0.6082 -0.0319 -0.0075 0.0766 0.214
H 0.3602 -1.0131 -1.5325 0.0386 0.1354 0.1032 0.362
H -1.9235 1.4445 0.4965 0.0703 -0.1766 0.1117 0.153
H 1.8444 -2.6128 0.0821 -0.3685 -0.0590 0.1659 0.138
H -0.6789 -0.2782 1.8068 -0.0869 0.0921 -0.1382 0.221
H 1.4079 -4.1631 0.9959 -0.1881 0.2444 0.1590 0.156
```
Forces are in eV/Å.

=====

3.
This record from the Open Molecules 2025 dataset describes C36H65BF4N2ORhSSi2Te as an isolated structure. The level of theory is the ωB97M-V functional and the def2-TZVPD basis.

Results
⟨S²⟩	6.015
orbital gap (alpha / beta)	0.298 / 0.222	hartree
multiplicity	5
charge	+1
highest occupied orbital energy (alpha / beta)	-0.3662 / -0.4072	Eh

XYZ file:
```
114
Properties=species:S:1:pos:R:3:forces:R:3:mulliken_charge:R:1
Te -1.3523 2.6675 -1.2249 -0.0962 0.2103 -0.2258 -1.207
Rh 0.5766 0.2721 -0.2106 0.4715 -0.3357 0.3240 2.552
S 1.8630 -0.0496 1.9144 0.0504 0.0928 0.0695 -0.585
Si -4.6993 2.6799 -0.8041 -0.0419 -0.0082 -0.0163 0.221
Si -0.2061 5.5040 -2.5887 0.0081 0.0189 -0.0041 0.131
F -0.3923 2.2569 3.2156 -0.0260 0.0022 -0.0207 -0.277
F -1.1869 1.0249 1.4284 -0.0978 0.0104 -0.1066 -0.296
F 0.4098 2.6280 1.0694 -0.0504 0.0081 0.0075 -0.318
F -1.7271 3.2419 1.6028 -0.0336 0.0098 0.0397 -0.100
O -2.2844 -2.1884 2.7713 -0.0192 -0.0100 0.0274 -0.566
N 1.6865 -1.7069 3.9546 0.0540 0.0790 -0.0028 0.270
N -0.3295 -1.1104 2.9588 -0.1094 0.1396 0.0370 0.728
C 3.1374 -1.8201 4.0806 0.0028 -0.0106 0.0058 -0.379
C 0.4313 -3.3136 -0.6917 -0.0050 -0.0038 0.0323 2.677
C -0.3596 -3.3953 6.7892 0.0024 0.0024 0.0066 -0.460
C -4.4743 1.1190 0.1878 0.0197 0.0364 -0.0114 -0.721
C 1.4111 0.0297 -2.2844 -0.0907 0.0898 -0.0358 0.189
C 3.8540 0.4551 -1.4688 -0.0162 0.0497 0.0132 1.851
C -1.2320 -2.1107 3.3528 0.0810 -0.0806 -0.0907 0.394
C 3.1382 -4.3310 3.7255 -0.0019 0.0202 0.0159 -0.660
C 0.3807 -0.9792 -2.1302 -0.0226 -0.0865 -0.0475 -0.554
C 0.0963 7.2917 -2.1679 0.0115 -0.0261 -0.0201 -1.079
C -1.0810 -3.4180 -0.4877 0.0107 0.0109 0.0035 -2.040
C -0.4093 -5.2496 5.2537 -0.0056 0.0016 0.0031 -0.701
C 1.0709 -3.6122 0.6763 -0.0365 0.0329 -0.0065 -2.141
C 3.6074 1.8989 -1.0134 0.0015 -0.0213 -0.0155 -1.862
C -0.6739 -2.5266 5.7542 -0.0511 -0.0236 0.0327 0.108
C -1.3980 5.3261 -4.0183 0.0108 -0.0095 0.0354 -1.018
C -0.8559 -3.0274 4.4668 -0.1110 -0.0499 0.0334 -0.094
C -0.8573 -0.9838 -3.0434 -0.0230 -0.0068 0.0071 2.266
C 0.9187 -4.4096 -1.6567 -0.0095 0.0223 0.0431 -1.795
C -2.1849 -0.8181 -2.2855 0.0033 -0.0297 -0.0022 -1.426
C -0.7604 0.1636 -4.0631 0.0066 0.0033 0.0240 -2.067
C 1.0328 -1.0190 3.0375 0.0341 -0.1420 -0.0066 0.300
C -6.2487 2.6211 -1.8405 0.0230 0.0101 0.0240 -1.137
C -0.9731 4.7150 -1.0251 -0.0024 -0.0131 -0.0283 -0.743
C -0.2165 -4.7534 6.5360 0.0062 0.0013 -0.0013 -0.564
C -0.7422 -4.3898 4.2181 -0.0351 0.0052 0.0099 -0.441
C -3.2631 2.7875 -2.0817 0.0275 -0.0050 0.0338 -0.539
C 4.4571 0.4650 -2.8805 0.0031 -0.0011 0.0148 -1.752
C 2.5466 -0.3045 -1.5136 -0.0567 -0.0133 -0.0711 -0.413
C 2.2333 -1.5208 -0.8782 -0.1186 0.0263 -0.0086 -0.246
C 1.3781 4.5830 -2.9592 -0.0361 0.0144 0.0245 -0.548
C 4.8356 -0.2150 -0.5071 -0.0185 0.0127 -0.0022 -1.867
C -0.9048 -2.2715 -3.8792 0.0056 0.0180 0.0024 -1.754
C 0.9127 -1.9541 -1.2062 0.0219 0.0558 -0.0223 0.392
C 3.4896 -3.1813 4.6633 -0.0156 -0.0014 -0.0070 -0.817
C -4.6256 4.2101 0.2562 0.0144 -0.0225 -0.0056 -0.880
B -0.7149 2.3260 1.9009 0.1232 0.0083 0.0487 -0.254
H -0.7181 1.1493 -3.5914 -0.0028 0.0021 -0.0041 0.249
H -4.6923 5.1199 -0.3451 -0.0024 0.0016 -0.0078 0.313
H 1.1420 -2.1938 4.6559 0.0632 0.0299 -0.0548 -0.229
H -0.2935 4.7846 -0.1746 0.0131 0.0001 0.0068 0.533
H 0.5013 -4.3034 -2.6548 -0.0210 0.0185 -0.0288 0.270
H 3.5102 -1.0092 4.7097 -0.0030 0.0018 -0.0089 0.318
H -5.3007 1.0053 0.8929 -0.0019 0.0028 0.0059 0.507
H 0.5711 7.8077 -3.0049 0.0022 0.0035 -0.0056 0.343
H -4.4671 0.2319 -0.4497 0.0020 0.0003 -0.0079 0.223
H -0.7874 -1.4651 5.9432 -0.0020 0.0054 0.0030 0.411
H -1.6248 -3.4687 -1.4263 -0.0232 0.0164 0.0098 0.437
H 4.5479 2.4531 -0.9937 0.0014 0.0069 -0.0070 0.572
H 3.1736 1.9286 -0.0110 0.0054 0.0112 0.0064 0.149
H 3.6751 -4.2346 2.7797 0.0064 -0.0047 -0.0073 0.265
H 2.0064 -4.3825 -1.7439 0.0034 -0.0056 -0.0005 0.355
H -1.5688 4.2819 -4.2930 0.0004 -0.0061 -0.0024 0.310
H 3.5725 -1.6971 3.0893 0.0069 0.0060 -0.0193 0.228
H 4.6410 -0.5516 -3.2319 0.0010 -0.0014 -0.0070 0.365
H 0.1179 0.0593 -4.7010 0.0092 0.0113 0.0035 0.399
H -1.4649 -2.5844 0.1058 0.0000 -0.0086 -0.0053 0.152
H -0.9877 5.8245 -4.8991 0.0052 0.0045 -0.0028 0.402
H 2.0690 -4.3537 3.5038 0.0245 -0.0019 -0.0009 -0.058
H 0.7531 7.3876 -1.3016 0.0049 0.0006 0.0028 0.340
H -5.4656 4.2207 0.9540 -0.0096 -0.0024 0.0001 0.399
H -0.7538 -0.4387 2.3230 0.0228 -0.0504 0.0248 -0.394
H -1.1222 -3.1467 -3.2758 0.0173 -0.0222 -0.0014 0.266
H 2.9803 -3.3069 5.6247 0.0070 0.0003 0.0064 0.345
H 2.1526 -3.7274 0.6188 0.0039 0.0042 0.0094 0.414
H -6.2635 1.7425 -2.4882 0.0025 -0.0059 -0.0027 0.335
H 5.7725 0.3432 -0.4911 0.0052 -0.0008 0.0041 0.475
H -3.7118 4.2441 0.8527 -0.0166 0.0041 -0.0047 0.199
H 0.6705 -4.5545 1.0540 0.0066 -0.0156 0.0067 0.716
H 0.8431 -2.8264 1.3982 0.0163 -0.0679 -0.0698 -0.025
H 5.4061 1.0039 -2.8791 0.0060 -0.0011 -0.0054 0.466
H 2.8814 -2.0230 -0.1817 0.0150 0.0153 0.0068 0.528
H -3.3326 1.9568 -2.7868 0.0025 -0.0140 0.0053 0.439
H -7.1297 2.5716 -1.1972 -0.0071 -0.0004 0.0034 0.337
H -1.3077 -4.3381 0.0536 -0.0012 -0.0143 -0.0058 0.575
H 0.6331 -5.3910 -1.2724 0.0002 -0.0081 -0.0032 0.485
H 1.3657 0.8627 -2.9677 0.0012 0.0002 -0.0062 0.621
H 1.2137 3.5018 -3.0076 0.0023 0.0025 -0.0277 -0.215
H -1.6902 -2.1895 -4.6333 -0.0031 -0.0033 0.0018 0.514
H -6.3484 3.5080 -2.4688 0.0000 0.0073 -0.0035 0.341
H -2.9839 -0.5689 -2.9882 -0.0066 -0.0088 -0.0048 0.567
H 3.4050 -5.2907 4.1661 0.0003 -0.0096 0.0029 0.419
H -0.8363 7.8120 -1.9432 -0.0082 -0.0029 0.0004 0.327
H -1.6418 0.1444 -4.7050 -0.0041 -0.0009 -0.0028 0.467
H -0.2323 -3.0125 7.7927 0.0013 -0.0002 0.0065 0.425
H -2.4844 -1.7196 -1.7609 0.0078 0.0163 0.0184 0.092
H -2.1268 -0.0291 -1.5311 -0.0063 0.0052 -0.0102 -0.212
H 4.4390 -0.2393 0.5099 0.0058 -0.0068 0.0062 0.229
H 0.0348 -5.4281 7.3432 0.0007 -0.0030 0.0060 0.423
H -3.5513 1.1317 0.7723 -0.0081 -0.0088 0.0051 0.007
H 4.5584 -3.1855 4.8820 0.0033 0.0032 -0.0003 0.412
H -0.3089 -6.3094 5.0618 0.0035 -0.0061 0.0006 0.439
H 2.9287 2.4147 -1.6956 -0.0062 -0.0046 0.0065 0.240
H 1.7868 4.8908 -3.9235 0.0098 0.0157 0.0005 0.505
H 3.7907 0.9555 -3.5923 0.0007 0.0062 -0.0041 0.291
H -3.3013 3.7296 -2.6303 -0.0025 0.0049 -0.0054 0.539
H 5.0618 -1.2366 -0.8186 0.0026 -0.0064 -0.0013 0.365
H -2.3648 5.7884 -3.8069 -0.0045 -0.0024 0.0063 0.331
H -0.9135 -4.7682 3.2181 -0.0050 0.0111 0.0025 0.552
H 2.1378 4.7712 -2.1983 -0.0033 -0.0135 0.0122 0.315
H 0.0435 -2.4335 -4.3942 -0.0013 -0.0013 -0.0062 0.310
H -1.9250 5.1726 -0.7487 -0.0062 -0.0017 -0.0062 0.506
```
Forces are in eV/Å.

=====

4.
This record from the Open Molecules 2025 dataset describes a single C4H8O2 molecule. The level of theory is the ωB97M-V functional and the def2-TZVPD basis.

Results
SMILES	C[C@H]1COCO1
orbital gap	0.400	hartree
charge	0
highest occupied orbital energy	-0.3594	Eh

XYZ file:
```
14
Properties=species:S:1:pos:R:3:forces:R:3:nbo_charge:R:1
O -0.2566 -1.1440 0.2867 -0.0088 -0.0389 0.0502 -0.530
O -1.5492 0.2054 -1.0256 -0.0164 0.0062 -0.1015 -0.532
C -1.4690 -1.0722 -0.4241 -0.2670 -0.3155 -0.0239 0.228
C -0.2730 0.8019 -0.8637 0.2381 0.1439 0.0403 -0.092
C 1.6282 0.2401 0.8590 0.0080 -0.0017 -0.0323 -0.622
C 0.1681 0.2036 0.4653 0.0683 0.2321 0.0648 0.067
H 1.7500 -0.2459 1.8319 0.0182 0.0600 -0.1556 0.224
H 1.9722 1.2756 0.9542 -0.0655 -0.1390 -0.0321 0.215
H 0.4023 0.5083 -1.6818 -0.0059 0.0413 0.1513 0.167
H -1.4727 -1.8648 -1.1832 0.0391 0.0694 0.1052 0.153
H 2.2624 -0.2796 0.1347 -0.1509 0.0708 0.0188 0.216
H -2.3318 -1.1898 0.2471 0.0942 0.0583 -0.0883 0.147
H -0.3956 1.8877 -0.8587 0.0061 -0.1445 0.0446 0.195
H -0.4354 0.6738 1.2581 0.0426 -0.0423 -0.0417 0.164
```
Forces are in eV/Å.

=====

For the records above, the corresponding energy relative to the best compared isomer or geometry (same formula, charge and spin) values read 8.728 7.492 0.000 1.309 eV.